(1)
{
  "formula": "C26H21BrN6O5Sc",
  "method": "ωB97M-V with the def2-TZVPD basis set",
  "symbols": ["Sc", "O", "C", "N", "C", "O", "C", "C", "C", "C", "C", "N", "C", "C", "C", "C", "C", "N", "H", "H", "H", "H", "H", "H", "H", "H", "C", "C", "O", "N", "C", "C", "C", "C", "C", "C", "N", "H", "H", "H", "H", "H", "H", "H", "H", "H", "H", "Br", "C", "C", "N", "C", "C", "C", "C", "O", "O", "H", "H", "H"],
  "xyz": [[-0.558, -0.386, 0.270], [-4.091, -1.827, -1.435], [-3.297, -1.388, -0.646], [-1.979, -1.789, -0.436], [-1.598, -3.048, -0.857], [-2.230, -3.861, -1.485], [-0.195, -3.392, -0.394], [0.313, -4.653, -0.649], [1.608, -4.941, -0.252], [2.348, -3.952, 0.379], [1.766, -2.716, 0.591], [0.515, -2.433, 0.217], [-3.691, -0.267, 0.290], [-5.018, 0.111, 0.394], [-5.351, 1.113, 1.291], [-4.340, 1.700, 2.040], [-3.038, 1.271, 1.859], [-2.715, 0.305, 1.001], [-0.323, -5.369, -1.151], [2.035, -5.918, -0.433], [3.362, -4.129, 0.708], [2.316, -1.916, 1.069], [-5.749, -0.395, -0.221], [-6.379, 1.425, 1.410], [-4.555, 2.479, 2.758], [-2.222, 1.708, 2.422], [-2.051, 2.780, -2.252], [-0.808, 2.199, -1.646], [-0.865, 1.448, -0.653], [0.355, 2.517, -2.195], [1.617, 1.933, -1.747], [1.806, 0.544, -2.312], [2.915, 0.248, -3.087], [3.012, -1.001, -3.683], [1.966, -1.892, -3.521], [0.901, -1.516, -2.722], [0.829, -0.345, -2.084], [-2.908, 2.529, -1.634], [-2.198, 2.361, -3.249], [-1.969, 3.863, -2.340], [0.352, 3.080, -3.031], [1.611, 1.892, -0.660], [2.424, 2.586, -2.068], [3.684, 0.993, -3.237], [3.872, -1.255, -4.288], [1.968, -2.859, -4.004], [0.058, -2.184, -2.601], [1.482, 3.061, 6.614], [2.061, 2.583, 4.884], [3.264, 3.074, 4.388], [3.723, 2.762, 3.181], [2.997, 1.950, 2.424], [1.775, 1.427, 2.833], [1.296, 1.746, 4.098], [0.991, 0.562, 1.928], [-0.158, 0.136, 2.264], [1.434, 0.262, 0.779], [3.877, 3.739, 4.985], [3.400, 1.705, 1.449], [0.355, 1.345, 4.448]],
  "forces_ev_per_angstrom": [[-0.3, 0.1, -0.4], [0.0, 0.0, 0.0], [0.0, 0.0, 0.0], [-0.1, -0.2, -0.3], [0.0, 0.0, 0.1], [0.0, 0.0, 0.0], [0.0, -0.1, 0.0], [0.0, 0.0, 0.0], [0.0, 0.0, 0.0], [0.0, 0.0, 0.0], [0.1, 0.1, 0.1], [-0.2, -0.1, -0.1], [-0.1, 0.0, 0.0], [0.0, 0.0, 0.0], [0.1, 0.0, 0.0], [-0.1, 0.0, 0.0], [0.1, 0.1, 0.1], [0.1, -0.4, -0.1], [0.0, 0.0, 0.0], [0.0, 0.0, 0.0], [0.0, 0.0, 0.0], [0.0, 0.0, 0.0], [0.0, 0.0, 0.0], [0.0, 0.0, 0.0], [0.0, 0.0, 0.0], [0.0, 0.0, 0.0], [0.0, 0.0, 0.0], [0.0, 0.1, -0.1], [-0.1, 0.3, 0.0], [0.1, -0.1, 0.0], [0.0, -0.1, 0.1], [0.0, 0.1, 0.0], [0.0, 0.0, 0.0], [0.0, 0.0, 0.0], [0.0, 0.0, 0.0], [0.0, 0.0, 0.0], [-0.1, -0.2, 0.0], [0.0, 0.0, 0.0], [0.0, 0.0, 0.0], [0.0, 0.0, 0.0], [0.0, 0.0, 0.0], [0.0, 0.0, 0.0], [0.0, 0.0, 0.0], [0.0, 0.0, 0.0], [0.0, 0.0, 0.0], [0.0, 0.0, 0.0], [0.0, 0.0, 0.0], [0.0, 0.0, -0.1], [-0.1, 0.0, 0.1], [0.0, 0.0, -0.1], [0.1, 0.0, 0.0], [0.0, 0.0, 0.0], [0.0, 0.0, 0.0], [0.0, 0.0, 0.0], [0.4, 0.1, 0.2], [0.0, 0.1, 0.2], [0.2, 0.1, 0.2], [0.0, 0.0, 0.0], [0.0, 0.0, 0.0], [0.0, 0.0, 0.0]],
  "total_energy_ev": -137226.2807,
  "e_homo_ev": -11.85,
  "charge": 1,
  "max_force_ev_per_a": 0.45
}

(2)
{
  "formula": "C20H22N2O7S",
  "method": "ωB97M-V with the def2-TZVPD basis set",
  "symbols": ["C", "C", "H", "H", "C", "C", "O", "O", "C", "C", "C", "C", "C", "C", "H", "H", "N", "C", "O", "C", "C", "C", "H", "H", "H", "H", "H", "H", "H", "S", "O", "O", "C", "C", "C", "C", "C", "C", "H", "H", "H", "N", "O", "O", "H", "H", "H", "H", "H", "H", "H", "H"],
  "xyz": [[5.410, -1.211, 1.279], [5.208, -2.423, 0.377], [6.169, -2.902, 0.184], [4.558, -3.145, 0.875], [4.568, -2.029, -0.955], [3.145, -1.581, -0.758], [2.375, -2.027, 0.053], [2.818, -0.588, -1.606], [1.501, -0.138, -1.516], [0.462, -0.953, -1.939], [-0.844, -0.563, -1.718], [-1.104, 0.641, -1.074], [-0.060, 1.493, -0.732], [1.248, 1.099, -0.943], [2.071, 1.730, -0.647], [-0.283, 2.439, -0.262], [-2.412, 0.971, -0.643], [-3.470, 0.942, -1.548], [-3.293, 0.569, -2.681], [-4.785, 1.448, -1.029], [-4.733, 2.951, -0.722], [-4.374, 3.768, -1.958], [-4.375, 4.829, -1.723], [-5.092, 3.590, -2.756], [-3.386, 3.498, -2.326], [-5.714, 3.257, -0.355], [-4.007, 3.137, 0.070], [-5.528, 1.256, -1.806], [-5.052, 0.903, -0.124], [-2.472, 1.188, 1.053], [-3.692, 0.627, 1.542], [-2.183, 2.552, 1.374], [-1.092, 0.179, 1.627], [-1.006, -1.157, 1.291], [0.090, -1.877, 1.744], [1.053, -1.297, 2.559], [0.931, 0.035, 2.908], [-0.139, 0.779, 2.431], [-0.251, 1.826, 2.665], [1.671, 0.501, 3.540], [1.888, -1.899, 2.883], [0.256, -3.255, 1.324], [1.004, -3.948, 1.968], [-0.383, -3.613, 0.363], [-1.759, -1.636, 0.685], [-1.658, -1.202, -2.019], [0.676, -1.906, -2.395], [4.538, -2.895, -1.621], [5.126, -1.235, -1.451], [6.059, -0.481, 0.801], [4.455, -0.736, 1.494], [5.864, -1.510, 2.220]],
  "forces_ev_per_angstrom": [[0.0, -0.2, -0.1], [-0.1, 0.2, -0.1], [0.0, -0.1, 0.0], [0.1, -0.1, 0.0], [0.1, -0.1, 0.2], [0.1, -0.3, 0.4], [0.3, 0.0, -0.2], [-0.2, 0.4, -0.5], [-0.4, 0.1, 0.3], [0.1, 0.1, 0.0], [0.0, 0.2, 0.0], [0.8, 0.2, -0.6], [-0.2, -0.1, -0.4], [0.3, -0.3, -0.2], [0.1, 0.0, 0.1], [0.0, 0.1, 0.0], [0.8, -0.2, 1.0], [-1.1, 0.0, -0.1], [0.2, 0.1, 0.0], [-0.3, 0.1, -0.1], [0.0, 0.0, -0.2], [-0.1, 0.0, 0.2], [0.0, 0.1, 0.0], [0.0, 0.0, -0.1], [0.1, 0.0, -0.1], [0.0, 0.0, 0.1], [-0.2, 0.1, 0.0], [0.1, -0.1, 0.0], [-0.1, 0.0, -0.1], [-0.1, -0.3, 0.3], [-0.1, -0.2, 0.0], [0.3, 0.0, -0.1], [-0.3, 0.3, 0.0], [0.1, -0.5, 0.1], [-0.3, 1.1, 0.3], [-0.1, -0.2, -0.1], [-0.2, -0.1, 0.0], [-0.1, 0.2, 0.0], [0.1, 0.1, 0.1], [0.1, 0.0, 0.0], [0.0, 0.0, 0.0], [-0.2, 0.0, 0.1], [0.3, -0.3, 0.2], [-0.2, -0.2, -0.5], [0.0, -0.1, -0.1], [-0.1, -0.1, 0.0], [0.0, -0.1, 0.0], [0.0, 0.1, -0.1], [0.0, -0.1, 0.0], [0.1, 0.1, 0.0], [-0.1, 0.1, 0.1], [0.0, 0.1, 0.1]],
  "smiles": "CCCC(=O)Oc1ccc(N(C(=O)CCC)S(=O)(=O)c2cccc([N+](=O)[O-])c2)cc1",
  "total_energy_ev": -49242.3489,
  "e_homo_ev": -9.30,
  "max_force_ev_per_a": 1.32
}

(3)
{
  "formula": "H4NOPS2",
  "method": "ωB97M-V with the def2-TZVPD basis set",
  "symbols": ["N", "O", "P", "S", "S", "H", "H", "H", "H"],
  "xyz": [[-0.437, -1.117, 0.912], [-0.086, -0.584, -1.644], [0.252, -0.046, -0.122], [-0.776, 1.894, -0.056], [2.147, 0.102, 0.197], [-1.433, -1.345, 0.748], [0.116, -1.452, 1.712], [-0.280, 0.269, -2.048], [0.498, 2.278, 0.302]],
  "forces_ev_per_angstrom": [[-0.9, 0.0, -0.5], [-0.5, 0.7, 1.7], [0.9, -0.4, -0.3], [1.5, -1.0, 0.2], [-0.2, 0.3, 0.2], [1.1, -0.1, 0.7], [-0.8, 0.2, -0.8], [-0.1, 0.0, -1.0], [-0.9, 0.2, -0.2]],
  "smiles": "N[P@](O)(=S)S",
  "total_energy_ev": -34563.6949,
  "e_homo_ev": -9.10,
  "max_force_ev_per_a": 1.91
}

(4)
{
  "formula": "C4H6O2",
  "method": "ωB97M-V with the def2-TZVPD basis set",
  "symbols": ["C", "C", "O", "C", "C", "O", "H", "H", "H", "H", "H", "H"],
  "xyz": [[1.511, 0.315, -0.713], [0.418, 0.676, 0.276], [0.226, 1.835, 0.570], [-0.531, -0.378, 0.863], [-1.698, -0.591, -0.085], [-1.944, -1.632, -0.639], [1.106, -0.188, -1.599], [2.280, -0.340, -0.287], [1.974, 1.256, -1.018], [-0.080, -1.347, 1.099], [-0.934, 0.085, 1.771], [-2.329, 0.308, -0.240]],
  "forces_ev_per_angstrom": [[0.0, 0.1, 0.0], [-0.1, 0.3, 0.0], [0.1, -0.3, -0.1], [0.0, 0.0, 0.0], [0.0, -0.3, -0.2], [0.1, 0.4, 0.2], [-0.1, 0.0, 0.2], [-0.3, 0.0, 0.1], [0.0, -0.2, 0.0], [0.1, 0.2, -0.2], [0.1, -0.1, -0.1], [0.0, -0.1, 0.0]],
  "smiles": "CC(=O)CC=O",
  "total_energy_ev": -8339.6369,
  "e_homo_ev": -9.98,
  "max_force_ev_per_a": 0.51
}